Record 1
124
Properties=species:S:1:pos:R:3:forces:R:3 method="wB97M-V/def2-TZVPD" gap_ev=6.584 de_lowest_ev=1.089 e_tot_ev=-101304.184 e_lumo_ev=-0.74
Rb -0.2834 4.3297 -3.1575 0.1136 -0.2609 0.7590
C 0.8003 2.6672 -0.2027 2.2786 1.9498 -0.4894
O 0.5207 2.1713 -1.5538 0.1272 -0.5662 -0.5720
O 0.8579 3.9843 -0.1931 -1.8491 -0.0179 -0.1627
C -0.1773 1.8635 0.6541 -0.9043 1.0486 1.0476
F -1.4337 1.8065 0.1325 0.5758 -0.2855 0.2100
F 0.2695 0.5991 0.8395 -0.4069 0.1014 -0.3244
F -0.3373 2.4058 1.8994 0.2675 -0.4681 -0.7196
C 1.4249 1.1866 -2.0285 -0.3365 -0.7267 0.2903
C 0.8510 0.5922 -3.3149 0.8191 0.5432 -0.0690
H 0.2773 1.3989 -3.7696 -0.2445 -0.2935 -0.3670
H 1.6498 0.2906 -3.9983 0.0240 0.1836 -0.0329
H 0.2558 -0.2977 -3.1814 -0.5487 -0.0103 0.2893
H 1.5250 0.4054 -1.2691 0.1994 0.0074 -0.0705
H 2.4233 1.6026 -2.1985 -0.0774 0.2075 -0.0151
H 1.8390 2.4088 0.0856 -0.2522 -1.4966 0.0257
C 4.7727 2.5690 -0.0168 -0.0061 -0.2064 0.2222
O 5.0130 2.3345 -1.4063 0.6262 1.4426 0.0259
C 4.9482 1.1120 -1.8862 -0.9815 0.2805 -0.2650
O 4.5848 0.1330 -1.3109 0.1617 -0.9554 0.5045
O 5.1905 1.2144 -3.1899 0.5366 0.1852 -0.5201
C 5.2878 0.0383 -3.9923 -0.2253 0.4960 -0.1884
H 3.8624 2.0375 0.2446 0.2684 -0.1683 0.5179
H 4.6344 3.6308 0.1790 -0.2105 0.0730 -0.6876
H 5.6599 2.3174 0.5653 -0.2641 -0.6101 0.0483
H 4.3138 -0.4368 -4.1059 0.0443 -0.2343 0.3044
H 6.0540 -0.6383 -3.6278 -0.1336 -0.1645 0.1355
H 5.5617 0.4400 -4.9649 0.1641 -0.1740 -0.0624
C 1.5983 5.4983 6.4154 -0.1264 1.1334 0.6992
O 1.0306 4.2201 6.6125 0.8070 -0.0893 0.5997
C 0.4064 3.6903 5.5776 -1.5418 -0.3686 -0.0741
O 0.1584 4.1954 4.5236 0.4116 0.7242 -0.8537
O -0.0725 2.5234 5.9508 0.2509 -0.9266 1.4281
C -0.8961 1.7902 5.0737 -0.2450 0.1573 -1.0873
H 1.5760 5.7487 5.3605 0.2817 0.1748 0.0111
H 2.5698 5.5875 6.9048 0.2897 -0.7133 -0.5582
H 1.0476 6.2437 7.0051 -0.5151 -0.1909 -0.4460
H -1.2255 0.8798 5.5641 0.2741 0.0383 0.3125
H -0.3469 1.5388 4.1684 0.0121 -0.0122 -0.0013
H -1.7804 2.3585 4.7733 0.1165 0.1231 0.0565
C -2.9649 -1.0112 1.8177 -0.7775 -0.1430 -0.2867
O -3.4757 0.0262 2.6622 0.0306 0.0554 -0.3838
C -3.6965 -0.3018 3.9255 0.1159 0.2346 -0.0039
O -3.4536 -1.3522 4.4439 0.1604 -0.5072 0.2781
O -4.2118 0.7700 4.5187 -0.4719 0.6362 0.0427
C -4.1400 0.8799 5.9291 0.9987 -0.8837 0.8447
H -2.0694 -1.4724 2.2177 0.0405 0.0712 -0.0236
H -2.8221 -0.5634 0.8386 0.3102 0.3875 0.3621
H -3.7330 -1.7744 1.6543 0.0707 -0.0469 0.3502
H -5.0000 0.5154 6.4931 -0.4610 0.3344 -0.5746
H -3.8818 1.9098 6.1540 -0.3330 0.0845 0.0276
H -3.3346 0.2440 6.3186 0.0588 0.1606 -0.2509
C -4.0439 1.8517 -1.1665 0.2519 0.1396 0.5469
O -4.0620 0.4205 -1.3035 0.1763 -0.4855 -0.3080
C -5.2529 -0.1494 -1.0683 0.1899 0.4663 -0.2910
O -6.2795 0.4590 -0.9822 -0.6890 0.1374 0.1879
O -5.1246 -1.4691 -0.9910 0.1406 0.5261 -0.0305
C -6.3456 -2.1899 -0.8703 0.4389 -1.4271 -0.1603
H -4.9553 2.3042 -1.5457 -0.0725 -0.1102 -0.0619
H -3.1629 2.2590 -1.6739 -0.2568 -0.5208 0.0731
H -3.9496 2.0268 -0.0957 -0.0873 0.4058 -0.0403
H -6.0526 -3.2148 -1.1087 0.0040 0.0595 -0.0542
H -7.0828 -1.8992 -1.6100 -0.1459 0.4263 0.2417
H -6.6940 -2.2238 0.1588 -0.2732 0.5421 -0.0386
C -4.1594 4.2330 -4.8180 0.0046 -0.1055 0.3129
O -4.2260 2.9025 -5.3424 -0.0049 0.6322 -0.2049
C -3.2800 2.0929 -4.9021 -0.1497 -0.6965 0.4330
O -2.5032 2.3259 -4.0021 0.2927 0.5445 -0.1491
O -3.3708 0.9585 -5.5661 -0.0658 -0.1315 -0.0706
C -2.7363 -0.1911 -4.9995 -0.5089 -0.8019 0.7691
H -3.1608 4.6384 -4.9806 -0.0952 0.1427 -0.1064
H -4.3716 4.2364 -3.7482 0.0216 -0.0792 -0.0246
H -4.9169 4.8131 -5.3301 0.0377 -0.0168 -0.1681
H -3.4948 -0.8401 -4.5468 -0.2402 0.1412 -0.3793
H -2.1075 0.0398 -4.1444 0.5076 0.3652 -0.4318
H -2.2635 -0.7453 -5.8011 0.3213 0.1716 0.0252
C 2.7941 3.2229 3.1958 0.9428 0.8114 0.2097
O 3.7823 2.1758 3.0307 -0.0629 0.4150 -0.3492
C 3.6834 1.1985 3.9162 -0.8061 -0.3188 -0.2578
O 2.6900 0.9487 4.5443 -0.2855 -0.1426 0.5261
O 4.8093 0.5137 3.9469 1.0262 0.3234 -0.5926
C 4.8192 -0.7132 4.6170 -0.5154 -0.9969 2.0310
H 1.7499 2.9677 3.0676 0.0994 -0.5317 0.0848
H 3.0481 3.9936 2.4701 0.0041 -0.2155 -0.1933
H 3.0146 3.6531 4.1766 -0.5508 -0.0106 0.0308
H 4.1666 -1.4587 4.1656 0.2151 0.0270 -0.4175
H 4.4788 -0.6431 5.6627 -0.3409 0.4932 -0.3165
H 5.8321 -1.0714 4.7839 0.1877 0.1507 -0.9306
C -2.8667 -5.8408 -3.6146 0.2832 0.6110 -0.0902
O -2.2275 -5.2053 -2.5005 0.1239 -0.9245 -0.0365
C -2.6922 -4.0268 -2.1316 0.2089 0.0008 0.5518
O -3.6287 -3.4386 -2.5851 -0.7639 0.2411 -0.8861
O -1.9478 -3.5976 -1.1335 0.9972 -0.0467 0.3916
C -2.1071 -2.2197 -0.8057 -1.4532 0.2234 -0.5020
H -2.6337 -5.2323 -4.4884 -0.2587 -0.1898 -0.1941
H -3.9414 -5.9216 -3.4787 -0.0315 0.0381 0.0633
H -2.4042 -6.8150 -3.7097 0.0033 -0.0844 0.0627
H -2.1428 -1.6257 -1.7190 0.7450 0.1516 -0.0712
H -1.3573 -1.9347 -0.0826 0.2317 -0.1165 -0.0984
H -3.1263 -2.0414 -0.4552 0.4207 -0.3702 0.3544
C 0.9820 -5.0031 0.5820 0.4084 -0.8544 -1.1562
O 0.2297 -4.0650 1.3086 -0.3324 0.4297 0.2966
C 0.9200 -3.1272 1.9613 -0.1231 0.1747 0.3845
O 2.1018 -3.1168 2.1337 0.7412 0.0732 0.0010
O 0.0611 -2.2161 2.4067 -0.4065 -0.1862 -0.5962
C 0.4951 -1.1008 3.1628 -0.0219 0.5635 1.3520
H 0.3598 -5.3063 -0.2599 -0.1020 0.1210 0.0360
H 1.2408 -5.9205 1.1133 -0.1458 0.2741 0.5339
H 1.9084 -4.5928 0.1825 -0.0229 0.2326 0.1756
H 1.0893 -0.3345 2.6778 0.1625 -0.4750 -0.6116
H 1.0214 -1.3694 4.0808 0.0265 -0.3863 -0.1684
H -0.4310 -0.6172 3.4711 -0.0071 -0.0428 -0.0428
C 2.3963 -2.4151 -2.0335 -0.6554 -0.5598 -0.7883
O 3.7139 -2.7574 -2.4347 0.7754 0.6132 1.0529
C 3.9224 -3.3037 -3.6161 0.7456 0.6203 1.0509
O 3.0949 -3.6732 -4.3716 -1.3537 -0.6023 -1.6102
O 5.2443 -3.3469 -3.7868 0.5782 0.2935 0.5063
C 5.7739 -3.5899 -5.0617 0.5039 -0.5496 -0.9811
H 1.9650 -1.6891 -2.7217 0.0813 -0.0410 -0.0690
H 2.3868 -1.9844 -1.0389 0.5234 -0.1530 0.1012
H 1.8002 -3.3251 -2.0813 -0.3029 0.0809 0.1814
H 5.5872 -4.6049 -5.4153 -0.3810 0.0463 0.0391
H 6.8595 -3.5072 -5.0114 -0.0648 0.1473 0.4333
H 5.4524 -2.8714 -5.8169 -0.3686 0.0020 0.1358

=====

Record 2
109
Properties=species:S:1:pos:R:3:forces:R:3 method="wB97M-V/def2-TZVPD" gap_ev=6.818 e_tot_ev=-97659.512 e_lumo_ev=-1.20 smiles="NCCCCCc1cc(CCN)c2c(c1S(=O)(=O)F)Nc1ccccc1S2.CN(C)P(=O)(N(C)C)N(C)C.CN(C)P(=O)(N(C)C)N(C)C"
N 3.2543 -1.6454 1.9497 -1.1554 1.4483 -0.6571
C 2.7176 -1.4512 0.5466 -0.3199 -1.3666 -1.6070
C 3.5338 -2.4002 -0.5604 -0.3363 0.2266 0.2707
C 4.7667 -1.5558 -1.3123 0.5301 -1.5297 0.8365
C 4.7082 -1.7147 -2.9348 0.2910 -1.0596 0.2726
C 4.9995 -0.3706 -3.8102 -0.5338 -0.0047 -1.0458
C 4.4051 1.0286 -3.2066 0.3382 2.8256 0.9410
C 5.5510 2.1987 -2.8626 -3.7605 1.0524 0.7119
C 5.1345 3.6684 -2.2466 -3.0109 -2.6459 -0.3497
C 6.2370 4.8436 -1.9469 0.4693 -0.4347 -1.5811
C 7.5269 4.3748 -1.0503 0.0761 1.6397 -0.3759
N 7.2433 4.7925 0.3851 -0.7785 -0.2163 -0.9768
C 3.5438 3.9151 -1.9371 0.2486 -2.8422 -0.9109
C 2.3367 2.7993 -2.2490 3.0125 -1.0396 -0.7200
C 2.7848 1.3356 -2.9259 2.5456 3.5217 0.9781
S 1.4495 0.0408 -3.3651 0.0362 -6.0920 -0.6101
O 1.9189 -0.9098 -4.5352 -1.7462 4.6323 4.5904
O 0.9891 -0.7307 -2.1004 1.4018 3.7269 -4.4663
F 0.0034 0.7954 -3.9997 2.9070 -0.6926 1.4227
N 0.8936 3.1169 -1.9261 2.3396 -0.3114 2.9739
C 0.7399 3.6424 -0.4832 -0.6425 1.5015 4.4602
C -0.3476 2.9886 0.5766 2.3320 2.6910 1.1987
C -0.4710 3.5857 2.1317 2.4424 2.0362 -1.6818
C 0.4357 4.8622 2.6726 0.8444 -1.5448 -4.5454
C 1.5334 5.5200 1.6235 -2.0657 -3.2463 -1.5187
C 1.6624 4.9076 0.1072 -2.1718 -1.9951 1.4224
S 2.9364 5.5549 -1.1641 -0.7967 -2.6585 0.5937
H 2.3987 -1.7626 2.5548 1.6003 0.5660 -0.5584
H 3.7507 -0.7456 2.1779 -0.8835 -1.4150 0.2278
H 2.7886 -0.3572 0.1365 -0.3208 -1.9195 0.9408
H 1.5828 -1.8197 0.5042 2.4325 1.0119 0.1005
H 2.7107 -2.7687 -1.3124 1.7635 0.8475 1.0927
H 3.9661 -3.3869 -0.0498 -0.9508 2.3132 -0.9086
H 4.8330 -0.4641 -0.9023 -0.3500 -1.8784 -1.0133
H 5.7602 -2.1025 -0.9386 -2.0219 1.4058 -0.8233
H 5.5593 -2.4992 -3.2288 -1.8688 1.7758 0.4820
H 3.6915 -2.2698 -3.1928 2.0842 1.6279 0.2731
H 6.1703 -0.3032 -4.0322 -2.6217 0.3242 0.8438
H 4.5027 -0.5197 -4.8838 0.9593 0.3480 2.3564
H 6.7082 2.0104 -3.0769 -2.9724 0.1845 0.4440
H 6.6660 5.1947 -3.0038 -1.1275 -0.8523 2.0620
H 5.8025 5.8139 -1.4467 0.4538 -2.2020 -1.0013
H 7.8280 3.2509 -1.1774 -0.8046 2.1691 0.4707
H 8.4438 5.0510 -1.4049 -1.9258 -1.6467 0.6771
H 6.3404 4.3312 0.6419 0.9997 0.4906 -0.0921
H 7.0135 5.8251 0.3787 0.4476 -1.6046 -0.0726
H 0.2789 2.2661 -1.9292 0.9727 0.8846 -0.4397
H -1.0280 2.0624 0.2728 1.6662 2.2580 0.6829
H -1.2218 3.1146 2.9294 1.7074 1.0082 -2.2444
H 0.3836 5.3087 3.7623 -0.0604 -1.1997 -2.5274
H 2.2649 6.4123 1.9017 -1.8298 -2.1807 -0.5921
O 2.1184 -6.7770 -1.6499 2.0023 2.1368 3.8221
P 0.9828 -6.6333 -0.6072 -4.3805 -4.5613 -6.7132
N 0.7512 -8.3465 -0.5179 0.3749 -1.5989 0.8705
C -0.5108 -9.0508 -0.2962 -0.2829 0.2732 0.2335
C 1.8208 -9.0510 0.2043 0.5794 0.0898 -0.6891
N -0.0879 -6.0045 -1.8322 -0.1404 0.8852 -0.5614
C -1.3559 -6.6035 -2.2140 -0.5334 0.3186 0.5432
C 0.5360 -5.4868 -3.0701 0.4686 0.0629 0.4627
N -0.3226 -6.4682 0.5916 1.8828 3.2703 1.3494
C -0.8699 -5.0827 0.6532 -0.6487 0.5428 -0.3284
C 0.1218 -6.7110 1.9839 0.0728 -0.6746 0.4504
H -0.9117 -8.9238 0.7167 -0.0877 -0.0318 0.0643
H -0.3942 -10.1276 -0.4499 0.4169 0.0975 -0.0214
H -1.2854 -8.7611 -0.9999 0.1024 0.2398 0.0834
H 1.8166 -8.8289 1.2680 0.0146 -0.1303 0.4165
H 2.8059 -8.7646 -0.1813 -0.2094 0.0738 -0.0239
H 1.7461 -10.1386 0.0946 -0.1786 0.1936 -0.1149
H -1.2083 -7.5322 -2.7740 -0.0327 -0.1019 -0.0268
H -1.9336 -5.9231 -2.8545 0.2836 0.0051 0.0176
H -2.0084 -6.7895 -1.3584 0.2026 -0.1673 0.0529
H 0.8619 -6.3056 -3.7242 0.0811 0.0702 0.0363
H 1.3972 -4.8503 -2.8431 -0.1365 -0.3247 -0.0543
H -0.1523 -4.8579 -3.6389 -0.3331 -0.1131 0.2529
H -0.0762 -4.3569 0.8654 -0.1980 0.0445 0.1162
H -1.6401 -4.9998 1.4288 0.3117 -0.2806 0.1287
H -1.3722 -4.7686 -0.2656 0.4031 -0.3159 0.0382
H 1.0084 -6.1142 2.2266 -0.1775 -0.0286 0.1954
H 0.3458 -7.7587 2.1735 0.1316 -0.0429 -0.2763
H -0.6695 -6.4645 2.7010 0.0646 0.1344 -0.3303
O -4.5097 2.7091 3.2379 -2.6998 -3.9189 -0.4162
P -5.8439 3.2112 2.6334 4.8858 7.8784 -0.0476
N -5.0598 3.7926 1.2038 0.4908 -0.3572 -1.7012
C -5.4323 4.9654 0.4142 -0.4503 0.1087 0.0202
C -4.6265 2.7244 0.2910 0.6937 -0.2087 0.5100
N -5.8988 4.5156 3.7903 -0.1633 0.1210 1.0855
C -5.9289 5.9279 3.4488 -0.7948 0.1886 -0.1302
C -5.0539 4.3804 4.9976 -0.1439 -0.6327 -0.2261
N -7.3777 3.7884 1.9385 -1.7870 -3.0448 1.9731
C -8.4608 3.8987 2.9570 -0.4190 0.5751 0.5819
C -7.9569 2.8618 0.9380 0.1035 -0.0955 -0.8279
H -6.3776 4.8463 -0.1288 -0.0597 0.0518 -0.0637
H -4.6706 5.1935 -0.3372 0.1625 -0.3789 0.1345
H -5.5019 5.8708 1.0098 -0.1336 -0.1863 0.1444
H -5.4649 2.2155 -0.1768 -0.1848 -0.1629 -0.3489
H -4.0462 1.9648 0.8272 -0.1267 0.1508 0.0696
H -3.9819 3.1024 -0.5104 -0.1175 0.1678 0.2054
H -4.9628 6.2679 3.0628 0.0528 0.0584 -0.0676
H -6.1629 6.5395 4.3310 0.1206 -0.2542 0.0112
H -6.7172 6.1715 2.7335 0.1649 -0.1602 -0.1404
H -3.9989 4.5792 4.7694 -0.0166 -0.0914 0.0456
H -5.1401 3.3789 5.4310 0.1628 0.2191 -0.2494
H -5.3611 5.0698 5.7870 -0.2591 0.2281 -0.2746
H -8.6201 2.9404 3.4651 -0.2070 0.1240 -0.0662
H -9.4033 4.2133 2.4941 0.2316 -0.2587 -0.2691
H -8.2668 4.6541 3.7231 0.3446 -0.2819 -0.2535
H -8.0190 1.8412 1.3326 -0.2045 0.0863 -0.1582
H -7.3889 2.8415 0.0103 0.2691 0.0176 0.1461
H -8.9620 3.1800 0.6386 0.1855 0.0513 0.3128